No. 1
DFT (ωB97M-V/def2-TZVPD) results for a cluster of 5 separate species, C29H61IN2O21P6 in total.

Summary:
LUMO, eV: -1.11
E, eV: -140875.875
Gap between HOMO and LUMO, Eh: 0.2497

```
! wB97M-V def2-TZVPD RIJCOSX def2/J DEFGRID3
* xyz 0 1
C 8.6821 -4.3263 0.3202
C 7.0713 -4.2209 0.4236
O 6.5993 -2.8793 0.6829
C 6.5369 -2.0876 -0.5403
C 5.0327 -2.0122 -1.1024
C 4.3526 -0.5531 -1.0166
C 3.0486 -0.4811 -0.0658
C 1.6910 -0.0670 -0.8474
C 0.6348 -1.2575 -0.5655
C 0.0221 -1.2587 0.9018
C -0.9546 -2.4082 1.2204
O -1.5442 -2.4987 2.5422
C -1.3600 -3.5025 0.1418
N -2.3157 -4.4820 0.5816
C -2.6040 -5.4582 -0.4129
P -3.8632 -6.8114 0.0788
C -3.0409 -8.5103 0.2047
C -5.3666 -6.8075 -1.0697
C -1.9371 -5.4297 -1.8214
I -2.4704 -7.0527 -3.2105
N -1.0229 -4.4641 -2.3268
C -0.7638 -3.5080 -1.2848
C 0.2476 -2.3334 -1.6460
P 1.0591 -2.1089 -3.3265
O 0.6802 -3.1560 -4.3765
O 2.7670 -2.0566 -3.2674
O 0.5786 -0.5805 -3.9754
H 8.9582 -4.2221 -0.7826
H 9.1220 -3.4447 0.9006
H 9.0716 -5.3426 0.6897
H 6.6150 -4.6555 -0.5491
H 6.7525 -4.9337 1.2718
H 6.9607 -1.0244 -0.3771
H 7.1548 -2.6733 -1.3242
H 5.0871 -2.2942 -2.2242
H 4.3360 -2.8103 -0.6363
H 4.0375 -0.1313 -2.0388
H 5.1361 0.1576 -0.5451
H 2.9190 -1.5423 0.3808
H 3.2678 0.2321 0.8183
H 1.8349 0.1612 -1.9542
H 1.2554 0.8528 -0.2961
H 0.3258 -0.4362 1.6459
H -2.2632 -1.8196 2.5091
H -2.0231 -8.5743 -0.3437
H -2.7821 -8.6615 1.3222
H -3.7422 -9.3785 -0.0797
H -5.4427 -5.8180 -1.6543
H -5.3014 -7.6491 -1.8399
H -6.3349 -6.8870 -0.4437
H 3.1351 -2.9770 -3.2510
H -0.3727 -0.4413 -3.7612
C 0.5861 0.7031 5.5249
O -0.0320 1.8679 4.9936
P 0.7630 2.6265 3.8356
O 1.2932 1.7463 2.7624
O 1.8805 3.4658 4.6218
C 1.4897 4.2011 5.7727
O -0.2740 3.7423 3.3421
C 0.0659 4.4282 2.1448
H 0.1358 -0.1808 5.0716
H 1.6637 0.6979 5.3426
H 0.4115 0.6778 6.6010
H 1.6107 3.5755 6.6594
H 0.4537 4.5408 5.7051
H 2.1377 5.0733 5.8635
H -0.1034 3.7757 1.2851
H 1.1092 4.7516 2.1653
H -0.5743 5.3060 2.0548
C -0.3130 0.8946 -6.8297
O -0.5614 2.2788 -7.0374
P -1.7830 2.9206 -6.2276
O -1.8343 2.5726 -4.7887
O -3.0773 2.4737 -7.0646
C -3.0488 2.6098 -8.4777
O -1.6458 4.4837 -6.5407
C -2.4597 5.3530 -5.7621
H 0.5110 0.7800 -6.1254
H -1.1961 0.3786 -6.4451
H -0.0311 0.4457 -7.7831
H -2.6789 1.6837 -8.9226
H -2.4168 3.4432 -8.7927
H -4.0652 2.7904 -8.8292
H -2.0499 5.4368 -4.7540
H -3.4873 4.9839 -5.7160
H -2.4589 6.3387 -6.2265
C 0.0007 -3.7889 8.8570
O -0.0807 -4.6157 7.7052
P -1.0953 -4.1571 6.5539
O -1.0200 -2.7284 6.1800
O -2.5304 -4.6243 7.0987
C -2.6560 -5.9315 7.6388
O -0.7840 -5.1781 5.3644
C -1.3698 -4.8656 4.1029
H 0.8822 -3.1511 8.7797
H -0.8903 -3.1671 8.9731
H 0.1004 -4.4281 9.7353
H -2.4731 -5.8971 8.7150
H -1.9592 -6.6320 7.1730
H -3.6733 -6.2828 7.4636
H -0.8314 -4.0403 3.6430
H -2.4236 -4.6028 4.2193
H -1.2934 -5.7414 3.4580
C -2.3915 6.7284 -0.9869
O -2.9839 7.9052 -1.5201
P -2.1743 8.6651 -2.6729
O -1.6476 7.7946 -3.7479
O -1.0514 9.4881 -1.8760
C -1.4390 10.2172 -0.7203
O -3.2019 9.7926 -3.1581
C -2.8543 10.4873 -4.3483
H -2.8550 5.8537 -1.4445
H -1.3130 6.7030 -1.1616
H -2.5744 6.7061 0.0884
H -1.3262 9.5832 0.1616
H -2.4717 10.5668 -0.7881
H -0.7835 11.0828 -0.6204
H -3.0262 9.8440 -5.2142
H -1.8088 10.8028 -4.3224
H -3.4879 11.3703 -4.4317
*
```

---

No. 2
DFT (ωB97M-V/def2-TZVPD) results for a structure of composition C20H21IN2O7Os.

Summary:
LUMO (spin up / spin down), eV: -0.76 / -0.76
E, eV: -48961.741
Relative energy (zero: lowest compared OMol25 entry of this formula, charge and spin), kJ/mol: 12.70
Gap between HOMO and LUMO (spin up / spin down), Eh: 0.2770 / 0.2770

```
! wB97M-V def2-TZVPD RIJCOSX def2/J DEFGRID3
* xyz 0 1
Os -0.5026 -0.0669 -0.0532
O 2.7640 -2.4256 0.7113
C 1.6547 -2.0243 0.9287
O 1.1997 -0.8544 0.4793
C 0.6673 -2.6544 1.8920
C 0.1658 -1.5314 2.8197
C -0.5949 -2.1061 4.0094
C -1.9095 -2.5820 3.3395
C -1.6873 -2.1772 1.8851
O -0.9119 -0.9402 2.0373
C -0.6719 -3.0956 1.2094
C -0.6078 -2.8988 -0.3054
O 0.2178 -3.5517 -0.9513
O -1.3673 -1.9969 -0.8026
H 1.1556 -3.4632 2.4281
H 0.9032 -0.7678 3.0471
H -0.7863 -1.3328 4.7511
H -0.0351 -2.9091 4.4863
H -2.7762 -2.0696 3.7526
H -2.0713 -3.6551 3.4310
H -2.5727 -1.9641 1.3009
H -0.8674 -4.1500 1.4022
C 0.2289 1.7205 0.7713
C 1.1674 2.5058 -0.0789
C 0.7527 3.6707 -0.7232
C 1.5875 4.3347 -1.6131
C 2.8631 3.8501 -1.8656
C 3.3015 2.7077 -1.2050
C 2.4645 2.0449 -0.3228
H -0.6367 2.3368 1.0380
H 0.7200 1.4392 1.7086
H -0.2473 4.0479 -0.5402
H 1.2387 5.2308 -2.1113
H 3.5135 4.3600 -2.5645
H 4.2979 2.3249 -1.3882
H 2.8006 1.1367 0.1644
C -4.0986 1.5919 -0.6958
C -2.7507 1.0032 -0.4917
O -2.4889 0.2221 0.4752
O -1.7681 1.2298 -1.2430
H -4.8491 1.0072 -0.1709
H -4.3169 1.6328 -1.7609
H -4.0998 2.6104 -0.3051
I 1.9167 1.3386 -5.5492
C 1.2411 0.3422 -3.8813
C 1.2629 -1.0216 -3.6508
N 0.7436 -1.2384 -2.4492
N 0.4039 -0.0707 -1.8696
C 0.6910 0.9054 -2.7406
H 1.6153 -1.8347 -4.2624
H 0.5781 -2.1479 -1.9755
H 0.5013 1.9361 -2.4972
*
```

---

No. 3
DFT (ωB97M-V/def2-TZVPD) results for a structure of composition CH3ClN2O2.

Summary:
LUMO (spin up / spin down), eV: -0.74 / -0.53
E, eV: -20677.050
Relative energy (zero: lowest compared OMol25 entry of this formula, charge and spin), kJ/mol: 377.67
Gap between HOMO and LUMO (spin up / spin down), Eh: 0.3023 / 0.3217

```
! wB97M-V def2-TZVPD RIJCOSX def2/J DEFGRID3
* xyz 0 1
C -1.0826 0.3365 0.3162
N 1.2233 -0.8432 -0.4727
N 0.3274 0.6333 0.0237
O 2.3930 -0.6444 -0.6382
O 0.8915 1.4236 0.7986
Cl -1.5171 -1.3433 0.0135
H -1.0272 0.4654 1.4104
H -1.8019 1.1221 -0.2075
H 0.5936 -1.1499 -1.2440
*
```

---

No. 4
DFT (ωB97M-V/def2-TZVPD) results for a cluster of 2 separate species, C4H8NO in total.

Summary:
LUMO, eV: -4.55
E, eV: -7802.625
Relative energy (zero: lowest compared OMol25 entry of this formula, charge and spin), kJ/mol: 528.52
Gap between HOMO and LUMO, Eh: 0.4041

```
! wB97M-V def2-TZVPD RIJCOSX def2/J DEFGRID3
* xyz 1 1
C 0.6008 0.7153 0.7656
C 0.6280 -1.0059 -0.4851
C -0.3829 -0.3335 0.3004
C -1.8447 -0.1590 -0.0399
N 1.6487 0.0218 -0.0813
O 0.1624 -1.5661 0.6610
H 0.4276 1.7051 0.5137
H 0.8358 0.6127 1.8498
H 0.8313 -2.1334 -1.7694
H -2.0109 0.6463 -0.5995
H -2.3379 -0.0863 0.8944
H -2.3077 -1.0697 -0.3014
H 2.3233 0.1901 -0.7785
H 2.2047 -0.4948 0.6334
*
```